Below is a cluster of 12 separate species, C72H144N8O8 in total, with properties calculated with the ωB97M-V functional and the def2-TZVPD basis.

The geometry in XYZ format:
```
232
Properties=species:S:1:pos:R:3:forces:R:3
O 3.2944 -8.4042 -3.3147 -0.065 -0.413 -0.842
O -1.0985 1.1376 -5.5774 0.386 -0.942 -0.960
O 1.9581 1.1506 6.8286 1.787 -0.115 -0.340
O -3.3571 0.0746 7.5301 -0.160 0.561 0.370
O -1.4948 -5.6386 -3.0039 0.978 -0.165 0.657
O 2.7488 1.9032 4.4984 0.766 -0.392 -1.113
O 0.8358 6.2243 1.6860 0.942 0.653 -0.755
O -2.5714 -3.1690 -2.4670 -0.497 -0.437 0.747
N -1.1171 3.7304 -4.2729 -2.769 -0.539 -3.109
N 6.4291 2.5040 -1.5647 1.201 -1.678 0.490
N -6.8921 1.1607 0.4341 0.163 1.081 0.369
N 2.7434 -4.8476 2.9033 -0.106 0.330 -1.287
N 4.6598 -2.5551 -3.1846 0.488 -1.699 0.233
N 0.6185 -0.3930 0.8647 1.358 0.722 0.384
N -2.1544 6.1075 1.7635 1.511 1.711 -1.720
N -3.6835 -5.7598 1.8037 2.255 0.867 -0.821
C 3.1530 -0.9886 -4.3892 1.068 0.585 0.302
C -3.7384 3.4928 -4.5488 0.418 -0.516 0.302
C 3.3674 -3.5645 2.4627 1.016 0.139 1.676
C 0.8843 -6.2879 2.0366 -0.886 0.342 -1.415
C 1.9110 -6.8196 -2.1576 0.338 0.511 -0.546
C 4.5355 -1.7465 -4.3620 -2.452 -0.021 -0.676
C -1.1688 5.8144 -5.7691 -0.107 -1.312 -1.055
C 0.7529 -6.0968 -2.1223 -2.826 0.187 -1.363
C -1.3783 -0.0926 6.1266 1.538 -0.497 0.271
C -6.8949 3.1894 2.1645 0.872 -0.927 -1.096
C -1.9734 -3.8126 2.1579 0.337 -1.080 -0.021
C 1.2902 -3.7639 4.7049 -0.678 0.177 -0.115
C 2.3016 -4.8961 4.2788 -0.893 2.421 1.254
C 0.1012 -0.9108 -0.4239 0.886 -0.261 1.415
C -2.4633 -0.9245 -2.8498 -0.453 3.484 0.342
C 1.9912 0.2124 0.8294 0.512 -0.304 -0.146
C -2.5110 3.9494 -3.7779 0.240 -0.082 0.431
C -0.3049 0.5738 1.4706 0.190 -0.301 -0.221
C 1.6720 -5.0153 1.9019 0.832 -0.372 0.171
C -1.4866 -0.0668 2.1781 -0.362 -0.414 -0.322
C -4.8794 -4.9166 1.8428 0.480 0.475 0.423
C -5.9028 0.4459 1.2443 0.547 -1.565 -2.058
C -3.9517 -6.9718 1.0372 0.354 -0.532 0.152
C -7.6069 1.9968 1.4243 -0.987 1.451 0.343
C 5.5903 3.5736 -2.0127 -0.514 -1.153 -0.390
C -1.3484 -2.3151 -4.3954 -0.210 0.282 -0.213
C -1.3650 0.0745 -4.7660 -0.520 0.024 0.205
C -0.0457 1.5407 7.9954 -1.797 -0.655 -0.598
C -2.4790 -4.9934 1.2594 -1.255 0.287 0.033
C -7.3433 2.3919 -1.6704 -0.819 0.701 -0.162
C 7.2129 1.7924 -2.5910 -0.135 0.069 1.307
C 3.6612 -4.6605 -4.1940 -0.210 0.111 -0.054
C 6.5060 2.8351 0.8034 -1.187 1.631 1.849
C -2.5596 7.3662 2.3895 0.518 0.540 1.085
C 4.5786 -3.1160 3.3062 0.006 -0.846 1.082
C -2.2063 7.2048 -0.5400 -0.054 -0.017 -0.155
C -2.0920 -2.1564 -3.2181 0.736 -0.829 -1.216
C -0.2979 -6.3749 -3.0549 -0.241 0.702 0.682
C -5.3978 -4.3603 0.5270 -1.049 -0.278 -0.662
C -5.0960 -0.6401 0.4446 -0.214 1.276 0.321
C -0.0829 3.4720 -2.1034 -0.508 0.356 0.306
C 2.1609 2.9182 3.8303 -0.405 0.115 -0.420
C 1.2649 3.7888 4.4119 0.311 0.243 -0.015
C -1.4238 1.2331 8.1206 1.614 0.735 1.015
C 4.5192 2.9972 -2.9947 0.686 1.081 0.327
C -0.1996 4.2794 -3.3826 2.480 -0.169 1.073
C 4.8965 -1.7274 -2.0398 0.064 -0.201 1.178
C 8.3216 2.6062 -3.2901 -0.598 -0.944 0.317
C -1.0003 -1.2156 -5.2001 -0.616 -0.217 1.113
C 1.2687 5.1630 2.3969 -0.043 -1.812 -0.087
C 2.1064 -7.7461 -3.1782 -1.058 -0.171 -0.356
C 2.3629 1.2942 -0.2332 -0.998 -0.425 0.884
C -2.0417 0.3951 7.2535 -1.219 -1.179 -1.120
C 0.6353 1.0008 6.9136 -1.976 -0.385 0.696
C -0.0234 0.1924 5.9597 0.114 1.042 0.960
C 7.2784 2.9356 -0.4433 0.066 -1.055 -1.288
C 1.0643 -7.9726 -4.1272 1.230 -0.376 1.156
C 5.4622 -2.4417 -0.7733 -0.245 -0.169 -1.031
C -2.5338 4.9963 2.5564 -0.772 -1.106 0.137
C -2.8514 -8.0351 0.8571 -0.041 0.974 1.119
C -2.1136 0.2304 -3.5893 0.751 -1.330 -0.329
C -6.2957 1.9127 -0.7282 -0.203 -0.622 0.859
C -0.9889 4.2489 -5.6766 0.341 1.470 0.705
C 2.5344 3.1139 2.4967 0.874 0.297 0.720
C 3.7190 -3.7205 -2.9994 0.997 0.686 -0.148
C -0.1685 -7.3250 -4.0346 1.572 -0.461 0.035
C -1.4832 7.8351 3.4099 -0.982 -0.149 -0.605
C -2.0874 3.6602 2.0152 1.751 -0.019 0.217
C 2.1039 4.1980 1.7532 -0.572 0.928 1.277
C 0.9382 -2.1049 -0.9266 -0.859 0.555 -0.846
C 0.8551 4.9181 3.7086 0.184 0.167 -0.181
C -2.5304 5.9872 0.3457 -0.579 0.608 0.023
H -8.0026 1.3969 2.2439 0.238 -0.651 -0.232
H -7.7676 1.5280 -2.1820 -0.523 0.411 -0.021
H 5.1375 -2.2094 3.0743 -0.470 0.058 -0.779
H 2.9108 -5.4370 -4.0452 -0.362 0.394 0.023
H -0.5850 8.0482 2.8303 0.184 -0.092 0.353
H -3.7904 2.4048 -4.5078 -0.052 -0.057 -0.669
H 1.0048 -4.1648 1.7620 -0.368 0.421 0.792
H -1.7278 -5.6735 0.8576 0.598 -0.520 1.559
H 0.4047 2.1411 8.7719 0.322 0.050 -0.104
H 3.3844 2.5061 2.2239 -0.168 -0.239 -0.664
H -7.5923 3.9005 2.6074 -0.061 -0.381 0.191
H 2.1665 -4.9682 0.9317 0.408 -0.506 -0.120
H 0.9554 -3.8229 5.7405 0.283 -0.585 0.249
H 2.7272 -6.4511 -1.5539 0.215 -0.442 0.291
H 1.7625 -5.7835 4.6103 0.485 -0.522 -0.728
H -3.8342 3.9040 -5.5537 0.000 -0.188 0.042
H -2.0327 5.1888 -0.2047 0.255 -0.368 0.716
H -4.6643 -3.9354 -0.1583 0.246 -0.093 0.236
H -1.7156 -0.9139 5.5117 -0.787 0.286 -0.202
H 2.7665 -0.5534 0.8503 -0.158 -0.661 -0.823
H -0.1063 -6.1213 2.4598 0.359 -0.339 1.147
H -2.5587 8.1983 -0.2624 0.016 -0.195 0.510
H 6.0557 -3.2990 -1.0910 0.582 0.261 -0.122
H 3.8088 -8.4967 -2.5095 -0.302 0.329 0.239
H -5.2239 1.1780 1.6816 0.192 -0.357 0.676
H -1.1589 -3.3390 -4.6821 0.331 -0.039 -0.339
H -2.0433 -3.9703 -2.4907 0.337 -0.269 -0.363
H -4.5038 -1.2053 1.1642 -0.093 -0.231 -0.087
H -0.6172 1.2370 0.6639 -0.640 0.421 -0.046
H 3.0480 -0.4340 -5.3216 -0.417 -0.368 -0.212
H -2.7089 4.9965 -3.5491 0.502 0.439 0.122
H 1.2310 -8.7240 -4.8849 0.057 -0.009 -0.087
H 4.5846 -2.3801 -5.2476 0.127 -0.008 -0.049
H 3.3667 -4.0180 -5.0238 0.040 -0.554 -0.437
H 1.4672 -7.1540 2.3499 -0.294 0.147 0.283
H -1.4463 5.9627 -6.8127 0.034 0.459 -0.076
H 8.0982 2.2637 -0.1890 0.291 -0.424 -1.175
H -1.0737 -3.3959 1.7050 -0.029 0.168 -0.090
H 2.3400 1.5016 7.6364 -0.044 0.118 0.058
H -1.8153 8.7791 3.8419 0.042 -0.075 0.284
H -3.6176 4.9194 2.6436 -0.595 0.448 0.442
H -4.6662 -7.5065 1.6631 -0.795 0.194 -0.564
H -1.3210 7.0840 4.1830 0.199 0.241 0.026
H -4.2761 -6.7180 0.0280 -0.744 -0.113 -0.102
H 3.3492 1.6958 -0.0004 0.253 -0.332 -0.326
H 0.2676 5.6598 4.2293 -0.168 0.060 -0.103
H 7.7445 3.8652 -0.7699 0.017 0.661 0.873
H -2.0652 0.6849 2.7150 -0.131 -0.064 -0.082
H 6.0531 -1.7139 -0.2173 0.014 -0.263 0.173
H -2.4325 3.3144 1.0408 -0.447 0.254 0.153
H -2.6382 -2.9851 2.4058 -0.506 -0.107 -0.827
H 3.1486 -4.7386 4.9466 0.254 -0.468 -0.183
H -3.6632 -0.7959 7.2651 0.533 -0.066 -0.345
H 9.1125 2.7789 -2.5603 0.024 0.186 -0.048
H 0.5357 -6.4469 1.0162 0.211 -0.662 -0.375
H -2.1278 -0.6044 1.4795 -0.306 0.342 -0.234
H -2.6392 -4.6321 0.2435 -1.062 0.975 -0.193
H -6.1601 -3.5928 0.6613 0.165 0.259 0.471
H 4.3418 -2.9844 4.3620 -0.375 0.044 0.104
H -5.9746 -5.1027 -0.0246 0.284 -0.332 -0.191
H -2.5768 3.4237 -2.8253 0.132 0.084 0.173
H 2.6919 -3.4086 -2.8100 -0.243 0.305 0.109
H 0.3566 -3.8288 4.1461 -0.029 -0.158 -0.289
H 0.5722 -0.1796 5.1391 -0.122 -0.270 -0.113
H -6.1836 2.7660 2.8736 -0.187 0.346 0.417
H 4.5423 -5.2609 -4.4202 0.458 0.617 0.015
H -0.5303 -1.3584 -6.1619 0.189 0.067 0.048
H 7.9804 3.5639 -3.6831 0.071 -0.195 -0.305
H 1.8106 -1.7541 -1.4780 0.377 -0.011 0.516
H -1.0106 3.8071 1.9308 0.351 -0.489 -0.335
H -1.2390 -0.8711 2.8709 0.641 0.238 0.276
H 4.9044 2.9021 -4.0099 -0.030 0.103 -0.034
H -2.6171 7.0937 -1.5435 -0.094 -0.479 -0.044
H 1.0265 3.6470 5.4557 -0.290 0.114 0.119
H -3.0664 -0.7831 -1.9652 -0.019 -0.156 0.168
H 7.7071 1.0057 -2.0209 0.310 -0.058 0.085
H -4.5698 3.8248 -3.9271 -0.204 0.167 -0.223
H -3.5403 7.2592 2.8529 -0.215 -0.155 0.345
H 0.8576 3.7432 -1.6238 -0.160 -0.151 0.291
H -2.1904 2.8712 2.7601 -0.351 0.062 -0.048
H 2.2562 0.6271 1.8019 -0.860 0.294 0.229
H -6.2785 3.7595 1.4694 -0.019 0.167 -0.163
H 5.8716 1.9503 0.8563 0.462 -0.289 -0.182
H -1.0285 1.9818 -5.1257 -0.138 0.447 1.001
H -3.5796 5.6968 0.4002 -0.634 0.236 -0.758
H -2.3588 -8.1149 1.8262 0.433 -0.092 -0.026
H 5.3008 -3.9323 3.3202 0.170 -0.090 -0.184
H -0.9267 -1.1848 -0.1860 -0.038 -0.293 -0.361
H 5.0835 3.9699 -1.1328 -0.056 0.140 -0.046
H -8.0465 3.0274 -1.1320 -0.702 -0.631 0.189
H -2.1299 -7.7681 0.0850 -0.023 -0.352 -0.034
H -2.0868 -5.9418 -3.6961 -0.030 -0.084 -0.099
H 3.6803 3.6930 -2.9829 -0.179 -0.150 -0.298
H -6.4804 -0.2051 1.9006 0.116 0.714 0.798
H -2.0597 5.1391 3.5274 -0.368 -0.199 0.213
H -0.9291 3.7127 -1.4599 0.194 -0.053 0.419
H 2.5701 -2.8239 2.5260 0.141 0.530 -0.640
H -0.9278 -7.5906 -4.7553 -0.243 0.237 0.042
H -7.0120 3.1556 -2.3740 0.698 -0.480 -0.431
H 4.0116 -1.1570 -1.7574 -0.394 0.187 0.283
H 6.2642 4.3421 -2.3912 -0.475 0.696 -0.651
H -1.6882 -4.1224 3.1632 0.179 -0.608 -0.023
H 5.6053 -0.9719 -2.3789 0.252 0.006 0.233
H -0.3118 5.3368 -3.1428 -0.480 0.378 0.016
H 0.5428 -5.2554 -1.4786 0.370 -0.019 0.402
H 1.5635 -2.7107 4.6403 0.717 -0.058 -0.430
H 0.3713 -2.5936 -1.7191 -0.281 -0.184 -0.071
H 1.1695 -2.8682 -0.1836 0.158 0.328 0.219
H 7.1682 2.8951 1.6670 -0.043 -0.210 0.155
H -5.7258 2.7997 -0.4514 0.595 -0.144 0.481
H -0.2003 6.2904 -5.6162 -0.234 0.167 0.254
H 1.7015 2.1509 -0.1043 -0.236 -0.008 -0.198
H -2.6716 8.2603 1.7762 0.069 -0.659 -0.832
H -8.5280 2.4375 1.0429 0.047 -0.149 -0.757
H 0.0665 -0.1206 -1.1739 -0.032 0.133 -0.349
H 2.4665 4.3819 0.7526 -0.051 0.002 -0.095
H 8.7232 1.9198 -4.0356 0.175 0.507 -0.405
H -0.0838 6.4459 1.8497 -0.748 -0.387 0.221
H 4.7336 -2.9272 -0.1241 -0.371 0.573 -0.029
H -0.1321 2.3993 -2.2907 0.247 -0.031 -0.135
H -1.5610 3.6804 -6.4099 -0.895 0.135 0.555
H -1.9598 6.2597 -5.1657 0.177 -0.180 0.148
H -5.7936 -1.2752 -0.1014 0.099 -0.102 0.093
H -4.3948 -0.1977 -0.2631 0.005 -0.006 -0.031
H 4.0369 -4.2644 -2.1099 0.176 0.131 0.120
H -3.3522 -8.9926 0.7141 0.222 0.046 -0.529
H 4.1858 2.0086 -2.6790 0.037 0.118 0.256
H -1.9494 1.5505 9.0091 -0.156 0.125 -0.053
H 5.8072 3.6591 0.9473 -0.150 0.224 -0.012
H 2.2910 -1.5903 -4.1009 0.012 -0.275 -0.612
H 2.2713 0.9221 -1.2536 0.260 0.066 -0.056
H 3.1584 -0.2004 -3.6363 0.178 0.127 0.222
H -5.6364 -5.4852 2.3829 -0.247 -0.044 -0.204
H 3.8055 -3.7097 1.4752 -0.794 0.003 -0.200
H -4.6601 -4.0662 2.4884 0.164 0.006 0.152
H 6.5370 1.1718 -3.1794 -0.086 0.664 -0.798
H -2.3543 1.2328 -3.2675 -0.218 -0.065 0.138
H 2.3339 1.6349 5.3214 -0.156 0.326 0.387
H 5.3146 -0.9915 -4.4664 0.267 -0.222 0.342
H -0.0063 4.0950 -6.1226 0.532 -0.340 0.789
H 0.2185 1.2218 2.1735 0.252 -0.167 0.063
H -5.6848 1.1980 -1.2796 0.342 0.144 0.302
H 0.8007 4.2147 -3.8108 0.060 0.044 -0.513
H -1.1252 7.2349 -0.6763 0.100 0.204 0.139
```
Positions in Å, forces in eV/Å.

Computed properties:
Highest occupied orbital energy   -7.59 eV
Calculated total energy   -3869.4744 Ha
Orbital gap   0.2953 hartree
Multiplicity   1
Net charge   0

Mulliken population analysis, charges in e, atoms 1 to 99: number 1, O, carries -0.57; number 2, O, carries -0.70; number 3, O, carries -0.53; number 4, O, carries -0.58; number 5, O, carries -0.31; number 6, O, carries -0.62; number 7, O, carries -0.70; number 8, O, carries -0.47; number 9, N, carries 0.74; number 10, N, carries 0.56; number 11, N, carries 0.01; number 12, N, carries -0.03; number 13, N, carries 0.18; number 14, N, carries 1.55; number 15, N, carries 1.38; number 16, N, carries -0.12; number 17, C, carries -0.21; number 18, C, carries -1.36; number 19, C, carries 0.37; number 20, C, carries -1.76; number 21, C, carries -0.40; number 22, C, carries -0.98; number 23, C, carries -1.28; number 24, C, carries 0.11; number 25, C, carries -0.79; number 26, C, carries -0.90; number 27, C, carries -0.77; number 28, C, carries -0.20; number 29, C, carries -1.03; number 30, C, carries 0.52; number 31, C, carries 0.21; number 32, C, carries -1.07; number 33, C, carries -0.48; number 34, C, carries 0.38; number 35, C, carries 1.46; number 36, C, carries -0.25; number 37, C, carries -0.82; number 38, C, carries -0.51; number 39, C, carries -0.32; number 40, C, carries -0.80; number 41, C, carries -0.62; number 42, C, carries -0.20; number 43, C, carries 0.12; number 44, C, carries -0.72; number 45, C, carries -0.01; number 46, C, carries -1.51; number 47, C, carries -0.50; number 48, C, carries -1.12; number 49, C, carries -1.15; number 50, C, carries -0.56; number 51, C, carries -1.77; number 52, C, carries -1.50; number 53, C, carries -0.72; number 54, C, carries -0.04; number 55, C, carries -0.91; number 56, C, carries -0.84; number 57, C, carries 0.50; number 58, C, carries -0.01; number 59, C, carries -0.77; number 60, C, carries -0.53; number 61, C, carries -1.09; number 62, C, carries -1.33; number 63, C, carries 0.39; number 64, C, carries -1.28; number 65, C, carries -1.15; number 66, C, carries -0.18; number 67, C, carries 0.48; number 68, C, carries 0.46; number 69, C, carries 0.40; number 70, C, carries 0.38; number 71, C, carries 0.18; number 72, C, carries -0.85; number 73, C, carries -0.59; number 74, C, carries -0.85; number 75, C, carries -1.59; number 76, C, carries -1.22; number 77, C, carries 0.20; number 78, C, carries 0.45; number 79, C, carries -0.81; number 80, C, carries -0.23; number 81, C, carries 0.58; number 82, C, carries -0.91; number 83, C, carries -1.20; number 84, C, carries -0.40; number 85, C, carries -0.19; number 86, C, carries 0.38; number 87, C, carries -0.15; number 88, C, carries 0.01; number 89, H, carries 0.41; number 90, H, carries 0.35; number 91, H, carries 0.37; number 92, H, carries 0.00; number 93, H, carries 0.28; number 94, H, carries 0.20; number 95, H, carries -0.67; number 96, H, carries 0.04; number 97, H, carries 0.35; number 98, H, carries 0.78; number 99, H, carries 0.46